i:
21
Properties=species:S:1:pos:R:3 method="wB97M-V/def2-TZVPD" charge=+1 lumo_energy_ev=-3.1323
C -1.466 -1.240 -0.920
C -2.247 0.392 0.585
C 2.020 -0.579 0.112
C -0.020 -0.782 -0.983
C 0.206 0.676 -0.607
N -2.397 -0.716 -0.272
N 0.837 -1.416 0.012
N 1.485 0.742 -0.190
N -0.841 0.666 0.967
O -0.356 1.630 -1.321
H -1.723 -2.095 -1.530
H -2.668 1.268 0.078
H -2.854 0.197 1.480
H 2.437 -0.631 1.122
H 2.809 -0.819 -0.620
H 0.331 -0.909 -2.023
H 1.042 -2.390 -0.179
H 1.951 1.575 0.128
H -0.740 1.525 1.498
H -0.456 -0.131 1.478
H 0.084 2.488 -1.233

ii:
21
Properties=species:S:1:pos:R:3 method="wB97M-V/def2-TZVPD" smiles="C[C@H]1[C@H](C=O)N=N[C@@]1(N)[NH3+]" charge=+1 lumo_energy_ev=-3.8748
C 1.214 -1.669 -0.530
C 0.042 -0.675 -0.521
C -1.032 -1.033 0.523
C -2.476 -0.865 0.088
O -2.829 -0.243 -0.826
N -0.804 -0.254 1.683
N -0.064 0.671 1.565
C 0.331 0.963 0.218
N -0.399 1.842 -0.661
N 1.754 1.452 0.224
H 1.373 -2.039 0.437
H 2.040 -1.106 -0.975
H 0.787 -2.509 -1.249
H -0.427 -0.473 -1.466
H -0.980 -2.025 0.919
H -3.229 -1.308 0.909
H -0.257 2.861 -0.360
H -1.342 1.516 -0.694
H 1.869 2.381 0.646
H 2.031 1.645 -0.790
H 2.398 0.868 0.860

Most stable structure, least stable structure: i, ii.

i:
8
Properties=species:S:1:pos:R:3 method="wB97M-V/def2-TZVPD" lumo_energy_ev=-0.2262
B -1.571 0.131 -0.037
C 1.385 0.281 -0.089
C 0.438 -0.593 0.066
H -1.988 0.526 0.984
H -2.082 -0.075 -1.176
H 2.379 0.041 0.062
H 1.021 1.320 -0.353
H 0.419 -1.630 0.543

ii:
8
Properties=species:S:1:pos:R:3 method="wB97M-V/def2-TZVPD" smiles="BC=C" lumo_energy_ev="-0.3542 / -1.3754"
B -0.444 0.286 -1.204
C -0.525 -0.519 0.035
C 0.802 0.029 1.259
H 0.294 1.153 -1.487
H -1.094 -0.081 -2.041
H -1.316 -0.988 0.484
H 0.820 -0.710 1.934
H 1.463 0.829 1.019

Most stable structure, least stable structure: i, ii.

i:
13
Properties=species:S:1:pos:R:3 method="wB97M-V/def2-TZVPD" lumo_energy_ev="-0.4182 / -0.6764"
C 0.327 -0.878 -0.752
C 1.006 -0.082 0.184
N -1.961 -0.991 -0.230
N 0.261 0.642 1.077
N 2.344 0.119 0.134
N -2.420 0.198 -0.452
O 0.952 1.525 1.800
H 0.804 -1.225 -1.613
H -1.758 -1.157 0.764
H 3.062 -0.346 -0.425
H 2.653 0.782 0.803
H -2.636 1.104 0.148
H -2.635 0.309 -1.437

ii:
13
Properties=species:S:1:pos:R:3 method="wB97M-V/def2-TZVPD" lumo_energy_ev="0.6605 / 0.5447"
C -0.261 -2.427 0.556
C 0.403 1.718 -0.959
N -1.731 -2.798 -0.671
N -1.595 -2.152 -1.589
N -0.244 -1.119 0.682
N 0.383 -0.290 -0.089
O -0.034 1.048 0.219
H -0.651 -3.048 1.287
H 0.621 -2.700 -0.024
H 0.069 2.684 -0.941
H 0.002 1.151 -1.807
H 1.501 1.610 -1.127
H -0.818 -0.600 1.383

Most stable structure, least stable structure: ii, i.

i:
8
Properties=species:S:1:pos:R:3 method="wB97M-V/def2-TZVPD" lumo_energy_ev="-0.3957 / -0.3948"
C 1.000 0.121 -0.404
C -1.096 0.160 0.788
N 1.063 -0.793 -1.151
F 1.733 1.123 0.070
Cl -0.791 -0.211 2.376
Cl -1.737 1.681 0.512
Cl -1.819 -1.170 -0.188
H 1.649 -0.911 -2.003

ii:
8
Properties=species:S:1:pos:R:3 method="wB97M-V/def2-TZVPD" lumo_energy_ev="-0.2006 / -0.2006"
C -0.826 1.079 -0.326
C 0.413 0.778 -0.937
N 0.193 -0.889 1.957
F -0.404 -2.087 1.432
Cl -0.886 0.230 1.496
Cl 1.868 -0.080 -0.366
Cl -0.948 -0.370 -1.465
H 0.590 1.338 -1.791

Most stable structure, least stable structure: i, ii.

i:
13
Properties=species:S:1:pos:R:3 method="wB97M-V/def2-TZVPD" smiles=CCCSS lumo_energy_ev=-1.8812
C 1.552 0.750 0.109
C 0.894 -0.590 -0.208
C -0.539 -0.403 0.053
S -1.580 -1.657 -0.251
S -3.311 0.236 0.234
H 0.987 1.154 1.012
H 2.483 0.831 0.575
H 1.534 1.447 -0.657
H 1.278 -1.372 0.537
H 1.067 -0.937 -1.210
H -0.761 0.643 -0.267
H -0.475 -0.285 1.123
H -3.129 0.182 -1.049

ii:
13
Properties=species:S:1:pos:R:3 method="wB97M-V/def2-TZVPD" lumo_energy_ev=-0.2450
C 1.410 0.671 -0.231
C 0.315 -0.135 0.146
C -0.888 0.411 -0.346
H 2.606 -0.202 -0.717
H 1.959 1.595 0.927
H 0.599 1.511 -1.501
H 0.088 -0.326 1.204
H 0.324 -2.542 1.031
H -0.992 0.528 -1.342
H -1.137 1.186 0.419
H -2.881 -0.188 1.007
S 0.942 -1.695 -0.319
S -2.346 -0.815 -0.278

Most stable structure, least stable structure: i, ii.

i:
2
Properties=species:S:1:pos:R:3 method="wB97M-V/def2-TZVPD" lumo_energy_ev=-3.8390
S 0.000 0.000 1.190
S 0.000 0.000 -1.190

ii:
2
Properties=species:S:1:pos:R:3 method="wB97M-V/def2-TZVPD" lumo_energy_ev=-5.0979
S 0.000 0.000 1.642
S 0.000 0.000 -1.642

iii:
2
Properties=species:S:1:pos:R:3 method="wB97M-V/def2-TZVPD" lumo_energy_ev=-3.3443
S 0.000 0.000 1.085
S 0.000 0.000 -1.085

iv:
2
Properties=species:S:1:pos:R:3 method="wB97M-V/def2-TZVPD" lumo_energy_ev=-3.6644
S 0.000 0.000 1.151
S 0.000 0.000 -1.151

Most stable structure, least stable structure: iii, ii.